2 unconnected molecules or ions with the total composition H6N2, computed with ωB97M-V/def2-TZVPD.

E_HOMO ... -9.729 eV
LUMO energy ... 0.04888 hartree
SMILES string ... N.N
Max |F| ... 6.44 eV Å⁻¹
Energy relative to the best compared isomer or geometry (same formula, charge and spin) ... 23.1 kcal/mol

The geometry in ORCA input format:
```
! wB97M-V def2-TZVPD RIJCOSX def2/J DEFGRID3
* xyz 0 1
N 2.52977 -2.98467 -0.79196
H 3.39284 -2.71129 -1.09998
H 2.01438 -3.41886 -1.41747
H 2.32302 -3.44898 0.05935
N -2.48186 3.27257 1.05163
H -3.33500 3.49856 0.82579
H -1.91094 3.46269 0.20207
H -2.53221 2.32998 1.17056
*
```



C4H5N3 in the gas phase, computed with ωB97M-V/def2-TZVPD.

E_HOMO ... -9.570 eV
LUMO energy ... 0.02584 hartree
SMILES string ... N#C[C@H]1CN=CN1
Max |F| ... 1.63 eV Å⁻¹
Energy relative to the best compared isomer or geometry (same formula, charge and spin) ... 33.3 kcal/mol

The geometry in ORCA input format:
```
! wB97M-V def2-TZVPD RIJCOSX def2/J DEFGRID3
* xyz 0 1
N 2.60676 -1.00120 1.04216
C 1.67092 -0.62104 0.48204
C 0.63666 -0.10861 -0.40535
C -0.70799 -0.93748 -0.43107
N -1.74562 -0.08925 0.15774
C -1.19920 1.03116 0.39882
N 0.12986 1.19697 0.02691
H 1.25858 -0.11906 -1.32109
H -0.95967 -1.15192 -1.46714
H -0.67673 -1.89635 0.10022
H -1.71372 1.88708 0.83151
H 0.70207 1.80838 0.59368
*
```



A molecular structure, C16H44FN4O4Pd2, computed with ωB97M-V/def2-TZVPD.

E_HOMO (alpha / beta) ... -15.453 / -15.414 eV
LUMO energy (alpha / beta) ... -0.31952 / -0.46793 hartree
Max |F| ... 3.52 eV Å⁻¹
Energy relative to the best compared isomer or geometry (same formula, charge and spin) ... 187.9 kcal/mol

The geometry in ORCA input format:
```
! wB97M-V def2-TZVPD RIJCOSX def2/J DEFGRID3
* xyz 3 5
Pd 0.85366 3.25849 1.71042
Pd 2.87449 -2.21399 2.97655
F 1.25362 0.15784 1.52920
C 6.83341 -2.01283 -0.94899
C 5.46163 -1.43513 -0.61065
C 4.80939 -0.91645 -1.87989
O 4.50541 -1.90017 -2.88196
C 3.73092 -1.33765 -4.01662
N 4.61657 -2.55052 -0.20212
H 7.28241 -2.53479 -0.10397
H 7.40661 -1.15251 -1.29449
H 6.70899 -2.75240 -1.73999
H 5.39248 -0.69429 0.18588
H 5.46718 -0.16925 -2.32384
H 3.77978 -0.61178 -1.69237
H 2.92792 -0.62679 -3.82177
H 3.27217 -2.20463 -4.49201
H 4.46695 -0.97955 -4.73642
H 5.20086 -3.33943 0.03524
H 4.11246 -2.79590 -1.04221
C -2.25322 -2.87771 5.04440
C -1.00159 -3.52368 4.43148
C -1.03906 -3.67748 2.89146
O 0.21851 -3.88594 2.31925
C 0.46616 -5.22455 1.93259
N 0.16301 -2.70055 4.85371
H -2.12043 -2.70944 6.11312
H -3.18247 -3.37666 4.76934
H -2.34530 -1.87895 4.61767
H -0.85250 -4.53066 4.82117
H -1.34088 -2.71840 2.47055
H -1.83876 -4.39556 2.71001
H 1.53770 -5.34940 1.77669
H -0.17786 -5.47085 1.08838
H 0.17153 -5.84606 2.77818
H -0.23397 -1.80740 5.10823
H 0.56990 -3.15159 5.66063
C -4.32229 3.81106 2.26772
C -4.10272 2.37361 1.95494
C -5.36395 1.53887 1.56192
O -4.98271 0.17622 1.51335
C -5.98762 -0.76100 1.17879
N -2.93262 2.11699 1.07721
H -3.61800 4.28536 2.95117
H -5.23682 4.01802 2.82351
H -4.41867 4.48234 1.41437
H -3.84150 1.94045 2.92045
H -5.67879 1.88006 0.57574
H -6.19181 1.66762 2.25918
H -6.28557 -0.47164 0.17104
H -6.94850 -0.82974 1.68877
H -5.41535 -1.68781 1.21935
H -3.27770 2.77703 0.39503
H -2.99155 1.20186 0.65396
C 2.09430 4.20580 -4.40725
C 1.08818 4.28796 -3.26728
C -0.39072 4.07778 -3.78117
O -0.68493 2.71654 -4.13486
C -2.03096 2.50138 -4.41733
N 1.26163 3.34267 -2.15932
H 3.08403 3.97084 -4.01568
H 2.06851 5.13869 -4.97041
H 1.83792 3.51703 -5.21221
H 1.19715 5.26001 -2.78626
H -0.65048 4.75722 -4.59296
H -1.03364 4.38376 -2.95586
H -2.57324 2.59670 -3.47662
H -2.24748 1.52562 -4.85221
H -2.50466 3.30242 -4.98482
H 2.25981 3.36650 -2.00701
H 1.12312 2.46640 -2.64208
*
```



6 unconnected molecules or ions with the total composition C28H48IN2O15, computed with ωB97M-V/def2-TZVPD.

E_HOMO ... -11.811 eV
LUMO energy ... -0.10637 hartree
Max |F| ... 1.16 eV Å⁻¹

The geometry in ORCA input format:
```
! wB97M-V def2-TZVPD RIJCOSX def2/J DEFGRID3
* xyz 1 1
C 0.38833 4.07406 4.80199
C 1.06043 4.06995 3.42548
C 2.48379 4.59350 3.54843
C 0.93847 2.64001 2.89096
N 1.72878 2.27327 1.70985
C 3.08570 1.82263 1.91460
C 3.48549 1.00467 0.70516
N 3.41937 1.89516 -0.52063
C 2.79224 3.22472 -0.27272
C 1.54283 3.08789 0.57542
I 0.03612 2.10497 -0.74951
H 0.21003 5.08366 5.15947
H 1.00105 3.52429 5.51524
H -0.56705 3.55300 4.75637
H 0.46081 4.73948 2.80478
H 2.44674 5.64908 3.81511
H 3.01019 4.09236 4.35971
H 3.05794 4.53673 2.62408
H 1.19467 1.93245 3.67710
H -0.10795 2.46850 2.65080
H 3.14066 1.17451 2.78448
H 3.82463 2.61854 2.06286
H 4.46744 0.55181 0.80521
H 2.72610 0.24184 0.56384
H 4.34766 1.99699 -0.92834
H 2.84903 1.42680 -1.23232
H 3.51465 3.88299 0.20378
H 2.52068 3.65072 -1.23213
H 1.12060 4.06567 0.77554
C 1.26693 -2.69082 2.31457
C -0.09425 -2.13462 2.64138
C -0.88544 -1.62766 1.45797
O -1.70459 -0.60855 2.05553
C -1.05440 -0.14601 3.14187
O -1.36314 0.83054 3.74891
O 0.00799 -0.93100 3.43762
H 1.89646 -1.92249 1.86058
H 1.77085 -3.03927 3.21506
H 1.17583 -3.52821 1.62349
H -0.67497 -2.86147 3.21382
H -1.50279 -2.38874 0.98745
H -0.25252 -1.15912 0.69872
C -4.75987 -0.27731 -1.93616
C -3.82518 -1.35193 -2.41910
C -4.49721 -2.53583 -3.07436
O -3.56251 -3.59842 -2.78781
C -2.90137 -3.26827 -1.66203
O -2.18739 -4.00313 -1.04927
O -3.14478 -1.98735 -1.31356
H -5.43398 -0.66619 -1.17232
H -4.20187 0.54385 -1.48473
H -5.35031 0.11445 -2.76286
H -3.06346 -0.92704 -3.07920
H -4.63145 -2.42447 -4.14598
H -5.45445 -2.78218 -2.61235
C -2.00011 -6.36646 -3.75858
C -1.37666 -7.61525 -3.19487
C 0.07983 -7.48692 -2.80849
O 0.56320 -8.82287 -2.98430
C -0.21817 -9.42603 -3.91828
O 0.02394 -10.46687 -4.43043
O -1.30787 -8.66298 -4.18061
H -1.49471 -6.06773 -4.67874
H -3.04853 -6.53560 -4.00094
H -1.93949 -5.55685 -3.03573
H -1.96488 -7.99151 -2.35344
H 0.22976 -7.16435 -1.78136
H 0.62854 -6.82593 -3.48473
C 7.08027 3.22115 4.40774
C 6.24685 1.97023 4.30818
C 6.73519 0.79088 5.12349
O 6.24833 -0.32593 4.35630
C 6.14540 0.06886 3.07674
O 5.92428 -0.64271 2.14660
O 6.29494 1.41073 2.97537
H 8.09365 3.03527 4.05188
H 6.65662 4.01915 3.79829
H 7.12432 3.56443 5.44086
H 5.19862 2.18714 4.53797
H 6.32752 0.75666 6.12962
H 7.82438 0.73640 5.16724
C -5.10618 4.10818 -4.75172
C -5.67681 2.96051 -5.54396
C -7.14464 3.08492 -5.89622
O -7.55784 1.71191 -5.96914
C -6.74221 0.99331 -5.17249
O -6.90954 -0.14096 -4.85743
O -5.68709 1.74350 -4.76999
H -5.62106 4.20652 -3.79551
H -4.04897 3.94554 -4.54402
H -5.20923 5.03961 -5.30788
H -5.07792 2.77515 -6.43951
H -7.32640 3.58184 -6.84499
H -7.71893 3.57802 -5.10875
*
```



C23H26O7 in the gas phase, computed with ωB97M-V/def2-TZVPD.

E_HOMO ... -8.908 eV
LUMO energy ... 0.00025 hartree
SMILES string ... C=CCOC(=O)C1=C[C@H](c2coc3ccccc3c2=O)[C@@H](CCCO)[C@H](OCC)O1
Max |F| ... 0.84 eV Å⁻¹
Energy relative to the best compared isomer or geometry (same formula, charge and spin) ... 0.0 kcal/mol

The geometry in ORCA input format:
```
! wB97M-V def2-TZVPD RIJCOSX def2/J DEFGRID3
* xyz 0 1
C -5.11729 -2.88346 0.74894
C -6.06413 -2.25626 0.07925
C -5.94640 -0.86745 -0.47782
H -6.14661 -0.89196 -1.55723
H -6.66775 -0.20291 0.00840
O -4.66928 -0.28756 -0.25088
C -3.73456 -0.51549 -1.17048
O -3.91906 -1.10961 -2.20613
C -2.41909 0.05851 -0.78020
C -1.36565 -0.04741 -1.59553
C -0.03370 0.54020 -1.26827
C 1.02661 -0.50255 -1.01277
C 0.73263 -1.78109 -0.70729
O 1.62466 -2.73740 -0.43670
C 2.93961 -2.41310 -0.44219
C 3.85833 -3.41807 -0.13145
C 5.20471 -3.13167 -0.12475
C 5.65826 -1.84821 -0.42492
C 4.75768 -0.85633 -0.73247
C 3.38394 -1.12120 -0.74756
C 2.41842 -0.06697 -1.07478
O 2.75839 1.07405 -1.37421
H 5.07765 0.14697 -0.96925
H 6.71641 -1.63728 -0.41514
H 5.91411 -3.90893 0.11555
H 3.48811 -4.40457 0.09856
H -0.28316 -2.14477 -0.64671
H 0.31642 1.12408 -2.12840
C -0.15876 1.49410 -0.06290
C -0.63605 2.88632 -0.49123
C 0.48092 3.72530 -1.11694
H 0.03946 4.60879 -1.58201
H 0.98812 3.15372 -1.89679
C 1.53329 4.20396 -0.11148
O 2.31528 3.17806 0.44547
H 2.65575 2.62559 -0.27929
H 1.04922 4.70070 0.73500
H 2.18363 4.93875 -0.61182
H -1.45923 2.78302 -1.20234
H -1.02262 3.41459 0.38384
C -1.11381 0.87545 0.96758
O -0.62635 -0.35981 1.43853
C -0.12744 -0.38420 2.75982
C 1.26618 0.22383 2.89693
H 1.95659 -0.26275 2.21165
H 1.62353 0.08123 3.91321
H 1.25747 1.28870 2.67830
H -0.09662 -1.44607 3.01922
H -0.82917 0.12300 3.43659
O -2.40083 0.66582 0.44040
H -1.26812 1.56735 1.80920
H 0.81104 1.59710 0.42464
H -1.49119 -0.56429 -2.53310
H -7.01836 -2.72339 -0.12175
H -5.25477 -3.88423 1.11937
H -4.16644 -2.42016 0.95433
*
```



C2H9ClSi2 in the gas phase, computed with ωB97M-V/def2-TZVPD.

E_HOMO ... -10.046 eV
LUMO energy ... 0.02498 hartree
SMILES string ... CC[Si@H]([SiH3])Cl
Max |F| ... 2.56 eV Å⁻¹
Energy relative to the best compared isomer or geometry (same formula, charge and spin) ... 16.2 kcal/mol

The geometry in ORCA input format:
```
! wB97M-V def2-TZVPD RIJCOSX def2/J DEFGRID3
* xyz 0 1
C -0.33068 -1.86886 -0.71957
C -0.10777 -1.36594 0.70007
Si -0.33074 2.49934 -0.18323
Si 0.75389 0.30962 0.59939
Cl 2.40419 -0.21517 -0.55079
H 0.58589 -1.66498 -1.22704
H -0.70817 -2.83423 -0.87336
H -1.05416 -1.21448 -1.25574
H 0.44957 -2.22943 1.28000
H -1.09799 -1.29325 1.12236
H 0.42030 3.18710 -1.24793
H -0.28025 3.41535 0.92520
H -1.75968 2.62611 -0.51292
H 1.05560 0.64883 1.94356
*
```